Entry 1:
Entry from the OMol25 dataset: a cluster of 10 separate species, C19H32Cl15NO12 in total at a distorted geometry (ωB97M-V with the def2-TZVPD basis set).

ORCA input file:
```
! RIJCOSX wB97M-V def2-TZVPD def2/J DEFGRID3
* xyz 1 2
Cl 6.16 1.81 2.01
H -2.68 -1.90 2.78
H -8.29 1.46 0.26
H 3.27 -2.44 -0.99
H -3.45 -7.96 2.04
O 3.94 3.93 -1.13
O -2.39 -6.24 1.71
Cl 2.83 2.51 4.63
Cl -1.55 0.20 3.01
O 1.87 4.65 -1.66
O 2.70 5.29 0.28
O -4.64 0.40 -0.34
H 2.30 0.68 2.68
C 2.64 -3.43 -2.65
C 1.34 0.03 -0.36
C -1.72 2.58 0.15
O 0.68 -1.03 -0.73
C -3.08 -7.11 2.62
C 1.94 4.02 -2.97
C 2.07 0.97 1.65
Cl -2.23 -1.33 0.53
C -2.71 -4.89 1.65
C -1.80 -1.47 2.29
C -5.97 0.57 -0.27
H -0.69 -1.89 -1.94
H -4.30 0.93 -2.30
C -0.03 -1.03 -1.89
H -8.08 0.25 1.53
Cl 2.08 2.45 -6.05
H 3.60 -1.66 -2.54
H 1.71 1.99 1.56
Cl 7.92 1.30 -0.17
C -1.31 -4.86 -0.49
C 1.36 0.88 -5.67
O -2.31 -4.30 0.41
Cl 5.25 0.09 -0.09
H -0.65 -0.17 -2.12
C 3.25 4.96 1.56
Cl 0.99 -0.02 -7.20
O -6.31 1.07 0.87
H 2.82 4.33 -3.54
H -3.03 -0.07 -1.53
H 5.82 2.29 -0.38
H -4.45 -0.86 -1.97
H 2.12 0.31 -5.12
H 3.06 1.08 1.21
Cl -1.56 2.81 -1.57
Cl 1.02 1.24 6.48
Cl -0.43 3.48 1.00
Cl -0.01 0.89 -4.61
H 3.38 5.79 2.25
O -3.39 -4.27 2.45
C 3.66 -2.60 -2.00
H -1.52 -5.90 -0.74
Cl 3.82 1.69 7.20
H -1.33 -4.42 -1.48
O -6.72 0.20 -1.17
C -4.10 0.11 -1.60
H 4.65 -3.06 -1.93
C 2.92 4.60 -0.93
O 1.81 0.89 -1.15
Cl -3.30 3.29 0.62
H 4.26 4.68 1.26
H 0.67 -1.17 -2.72
C 2.66 1.22 5.88
H 2.64 4.20 2.06
H 1.03 4.15 -3.55
H -0.29 -4.82 -0.09
H 2.03 2.93 -2.93
O 1.32 0.01 0.94
N 1.85 -4.09 -3.18
Cl -0.38 -2.49 2.62
H -1.68 1.53 0.41
H 2.92 0.29 5.39
H -8.01 1.92 1.95
H -2.49 -7.52 3.44
C -7.73 1.22 1.16
H -4.00 -6.62 2.94
C 6.25 1.49 0.23
*
```

The LUMO energy (spin up / spin down) comes out at -3.4 / -10.1 eV. The HOMO-LUMO gap (spin up / spin down) comes out at 0.3222 / 0.0773 Eh.

=====

Entry 2:
Entry from the OMol25 dataset: a cluster of 4 separate species, C19H32Cl2O13S3 in total at a distorted geometry (ωB97M-V with the def2-TZVPD basis set).

ORCA input file:
```
! RIJCOSX wB97M-V def2-TZVPD def2/J DEFGRID3
* xyz 0 1
H -2.09 -0.51 -0.80
H -1.03 -1.37 -7.45
O 1.06 -4.31 -2.23
H -3.71 0.64 2.99
C -0.87 1.15 -0.14
H 0.94 1.13 7.23
H -2.02 0.90 2.58
H 0.84 1.20 5.48
H 0.62 -1.67 -3.04
H 2.10 -1.58 -3.97
C -0.56 -5.54 -0.76
C -0.97 2.65 0.21
H 1.01 0.01 -8.01
H -0.31 -6.47 -1.26
H 2.06 -3.71 7.53
H -2.69 1.19 -1.40
O 1.08 0.61 -5.48
H 0.07 0.90 -9.20
H -1.51 2.97 -5.46
O -1.35 0.15 -5.37
S -0.49 -4.23 -1.93
H 0.57 -3.06 6.78
C 0.46 3.52 3.57
H 3.45 1.28 7.08
O 0.50 3.62 4.75
O -1.21 -4.59 -3.11
H -2.02 2.92 0.28
C 1.21 2.91 1.58
O 1.36 -1.07 8.57
H 2.10 -3.15 5.84
O 1.58 3.52 2.77
S 2.12 -1.40 7.40
H -1.98 -0.41 -8.58
C -0.55 2.61 -5.10
Cl -2.27 5.06 3.98
C 1.47 0.88 6.31
C -0.74 3.31 2.69
H -1.58 -5.57 -0.39
O 1.98 2.41 0.84
H 2.16 -1.85 -2.22
C 1.59 -3.57 -3.36
C -3.11 2.67 3.09
C -2.09 3.53 3.19
S -0.27 1.00 -5.75
O 1.55 -0.56 6.18
C -0.98 -0.79 -8.37
C -1.94 0.55 -0.96
H 3.34 1.27 5.32
H -0.57 2.49 -4.02
C -3.02 1.31 2.48
H 0.27 3.26 -5.40
H 0.13 -5.32 0.05
C 0.00 0.36 -8.25
Cl -4.66 3.08 3.69
O -0.40 1.36 -7.29
H 1.01 -3.83 -4.25
H -0.41 0.51 0.62
H -3.32 1.33 1.43
C 1.66 -2.99 6.82
O 3.54 -1.30 7.42
C -0.28 2.95 1.48
H -0.47 3.14 -0.62
C 1.62 -2.08 -3.14
O -0.80 -3.00 -1.26
C 2.82 1.55 6.24
H 2.69 2.63 6.24
O -0.63 0.83 -1.47
H 2.59 -3.97 -3.50
H -0.67 -1.45 -9.17
*
```

The LUMO energy comes out at -1.1 eV. The HOMO-LUMO gap comes out at 0.3149 Eh.

=====

Entry 3:
Entry from the OMol25 dataset: a structure of composition C19H32Cl5N5O6PbSSi (ωB97M-V with the def2-TZVPD basis set).

ORCA input file:
```
! RIJCOSX wB97M-V def2-TZVPD def2/J DEFGRID3
* xyz 0 1
C 1.73 -3.03 2.13
H 1.92 -3.27 -1.24
H 2.70 3.24 -2.06
H 0.78 -1.56 -4.34
H 4.23 -2.25 -3.08
C 2.35 -1.65 1.91
H 3.99 -0.54 -2.71
S -0.82 -1.33 0.12
H 0.95 3.01 -2.03
C -4.39 -1.72 1.45
H 4.05 -1.94 3.23
N -1.66 1.96 -0.99
N -4.75 3.65 -0.38
C 1.84 -1.42 -4.15
C 3.40 1.65 -0.01
Pb -2.64 -0.40 -1.42
C -4.18 -2.11 3.81
H -1.38 2.32 -1.89
C -3.79 2.98 -1.02
H 0.68 -3.01 1.85
H -0.84 1.86 -0.39
C 1.70 -3.09 -2.29
C 1.99 2.13 -0.34
H 0.64 3.71 0.30
H 0.59 -0.61 2.61
C 3.85 -1.69 2.19
C 1.61 3.30 0.56
Cl -4.43 -3.10 5.19
H 3.66 0.79 -0.61
H 3.48 1.38 1.04
H 2.41 -2.08 -4.80
H -2.60 2.81 0.58
H 4.29 -0.71 1.97
H 4.12 2.45 -0.20
C -3.56 -0.86 3.94
H 1.58 2.97 1.60
Cl -4.76 -2.25 -0.15
H 2.05 0.39 2.58
H -4.70 3.78 0.62
O -5.09 1.67 -3.85
O 1.49 -0.70 -1.93
N -3.87 2.44 -2.22
C -4.59 -2.53 2.55
C 3.67 -1.55 -2.45
H 3.90 -1.74 -1.40
N -2.57 2.90 -0.43
O -3.73 0.37 0.52
Cl -2.66 1.51 3.00
Si 1.10 -0.54 -0.36
H 2.01 1.65 -2.44
O -5.97 3.20 -2.61
H 0.62 -3.18 -2.44
H 1.81 -3.31 3.18
C -3.41 -0.04 2.83
O 2.22 -1.31 0.52
H 2.10 -0.38 -4.40
H -5.65 3.69 -0.84
H 4.32 -2.43 1.55
H 1.84 -0.83 3.85
H 2.25 -3.78 1.53
Cl -5.33 -4.07 2.36
H 2.20 -3.84 -2.90
C 2.17 -1.70 -2.69
N -5.05 2.43 -2.90
C 1.66 -0.61 2.80
O 1.03 1.08 -0.06
C -3.84 -0.42 1.54
H 2.36 4.09 0.47
C 1.90 2.53 -1.81
Cl -2.98 -0.36 5.48
*
```

The LUMO energy comes out at 0.1 eV. The HOMO-LUMO gap comes out at 0.3055 Eh.

=====

Entry 4:
Entry from the OMol25 dataset: an isolated molecule of C19H32N2O2 (ωB97M-V with the def2-TZVPD basis set).

ORCA input file:
```
! RIJCOSX wB97M-V def2-TZVPD def2/J DEFGRID3
* xyz 0 1
N 0.43 2.81 2.33
H 2.55 -1.51 -2.43
C 1.74 -1.47 -1.70
H 2.07 -1.96 -0.79
H -1.00 -2.96 -5.17
H 4.37 1.51 -1.04
O -2.58 -3.76 -1.03
C 0.32 -2.26 -3.63
C 1.60 0.80 1.60
C -2.27 2.57 3.49
H -0.45 4.56 3.01
H 0.54 0.00 -0.72
H -1.35 3.66 5.10
H -2.32 -2.60 0.67
H -4.57 -4.96 -3.99
H -2.76 3.45 3.07
H 0.65 0.34 1.34
H 1.62 3.27 -0.80
C -3.90 -4.58 -3.22
H 2.33 2.23 3.06
H 0.94 1.25 3.60
H 3.13 2.00 0.71
H -2.99 2.03 4.10
C 1.36 1.79 2.74
O -2.86 -3.93 -3.92
C -1.61 -3.26 -1.87
H 1.93 4.06 1.51
C -0.44 -2.66 -1.41
H -3.53 -5.41 -2.62
H 3.12 1.97 -2.23
H -1.97 1.93 2.66
H 3.85 0.35 -2.25
N 2.53 0.62 -0.68
C -1.05 2.97 4.31
H 0.85 3.97 4.06
H 1.15 0.53 -2.29
H -3.27 -4.10 0.80
C 0.53 -2.16 -2.27
H -0.28 -2.57 -0.35
H -4.45 -3.89 -2.57
C 3.51 1.15 -1.60
C 0.98 3.58 1.23
H 0.27 4.36 0.96
H 0.26 2.25 -0.29
C -0.82 -2.86 -4.11
H 2.30 0.02 1.92
C 2.18 1.54 0.39
H -1.50 -4.19 0.69
H 1.06 -1.87 -4.32
H -0.63 2.08 4.78
C 0.00 3.66 3.43
C -1.80 -3.37 -3.26
C -2.39 -3.65 0.35
C 1.21 2.67 0.02
C 1.42 -0.01 -1.37
*
```

The LUMO energy comes out at 0.7 eV. The HOMO-LUMO gap comes out at 0.3122 Eh.